# 1
DFT (ωB97M-V with the def2-TZVPD basis set) results for the molecule C7H14BrO4P.

Results
Energy relative to the best compared isomer or geometry (same formula, charge and spin) (kcal/mol): 0.0
LUMO energy (eV): -0.05
Orbital gap (eV): 10.1990
Calculated total energy (eV): -95008.005
Structure (SMILES): CC(C)OP(=O)(OC(C)C)C(=O)Br

Atoms and positions in Å:
C (2.44453, -1.51732, -1.56542)
C (1.00749, -0.84191, -1.97946)
C (0.43789, -1.85056, -3.00009)
O (0.17369, -0.73630, -0.85816)
P (-0.01483, 0.66502, -0.26135)
O (1.15757, 1.49003, 0.01959)
O (-0.98270, 0.35720, 0.96241)
C (-0.66005, 0.96117, 2.26901)
C (-1.95394, 1.88111, 2.57193)
C (-0.27791, -0.11179, 3.31827)
C (-1.01893, 1.51725, -1.59357)
O (-0.93546, 2.64149, -1.95246)
Br (-2.55343, 0.43801, -2.14947)
H (2.06147, -2.44518, -1.09776)
H (3.09714, -1.67981, -2.43300)
H (2.89206, -0.85959, -0.80267)
H (1.28355, 0.17763, -2.41470)
H (0.04975, -2.77188, -2.49608)
H (1.09781, -2.27979, -3.74114)
H (-0.34558, -1.44487, -3.72912)
H (0.10824, 1.64074, 2.19463)
H (-1.62101, 2.81470, 2.98413)
H (-2.47025, 2.01477, 1.62178)
H (-2.57411, 1.30682, 3.38546)
H (0.81503, -0.31768, 3.49724)
H (-0.55353, -1.21479, 2.93979)
H (-0.66447, 0.16554, 4.31022)

=====

# 2
DFT (ωB97M-V with the def2-TZVPD basis set) results for a structure of composition C20H14N4O7PtS4.

Results
Energy relative to the best compared isomer or geometry (same formula, charge and spin) (kcal/mol): 33.3
LUMO energy (eV): 4.12
Orbital gap (eV): 5.7171
Calculated total energy (eV): -87849.051
Charge: -2

Atoms and positions in Å:
Pt (0.04102, -0.08450, -2.07245)
O (-1.05999, -4.15133, 1.94179)
C (-0.16683, -3.41749, 2.66050)
C (-0.05751, -3.62702, 4.03364)
C (0.89315, -2.95485, 4.78550)
C (1.75017, -2.06427, 4.16165)
C (1.63890, -1.84752, 2.79747)
C (0.68247, -2.49432, 2.02073)
C (0.64443, -2.12485, 0.56616)
O (1.66634, -1.65727, 0.06312)
N (-0.52865, -2.35911, -0.06067)
N (-0.71788, -1.82874, -1.27144)
C (-1.41936, -2.50013, -2.13642)
C (-1.28371, -2.12969, -3.50866)
C (-1.98875, -2.72933, -4.55374)
C (-1.67759, -2.41322, -5.85897)
C (-0.66703, -1.49844, -6.11066)
C (-0.04905, -0.88342, -5.03576)
N (-0.31303, -1.21176, -3.77423)
H (-1.53817, -4.72578, 2.54785)
H (-0.73128, -4.33106, 4.51460)
H (0.96586, -3.14217, 5.85031)
H (2.49461, -1.53115, 4.74052)
H (2.29328, -1.15476, 2.28389)
H (-1.95708, -3.38427, -1.81390)
H (-2.77388, -3.43394, -4.31011)
H (-2.22159, -2.86978, -6.67750)
H (-0.39202, -1.22375, -7.11838)
H (0.73292, -0.15336, -5.18503)
O (1.78883, 5.63567, -0.08055)
S (0.54149, 5.03584, 0.32451)
O (-0.60470, 5.91009, 0.30781)
N (0.24329, 3.62558, -0.44146)
C (0.23938, 2.62487, 0.39607)
S (-0.08872, 0.98799, 0.10687)
C (0.53659, 2.97953, 1.82243)
C (0.65999, 2.13627, 2.91848)
C (0.98265, 2.69479, 4.14755)
C (1.16586, 4.06831, 4.28519)
C (1.03668, 4.91017, 3.18702)
C (0.73103, 4.34042, 1.96943)
H (0.51969, 1.07095, 2.79211)
H (1.09967, 2.05065, 5.01123)
H (1.41448, 4.48262, 5.25521)
H (1.17541, 5.98039, 3.27910)
O (-1.74891, 3.28064, -3.77524)
S (-1.29569, 1.90219, -3.79580)
O (-1.38501, 1.30377, -5.13523)
O (-1.99122, 1.07063, -2.78772)
S (0.71949, 1.83591, -3.26681)

=====

# 3
DFT (ωB97M-V with the def2-TZVPD basis set) results for a cluster of 3 separate species, C19H36I2N2O7 in total.

Results
LUMO energy (eV): -1.07
Orbital gap (eV): 7.7077
Calculated total energy (eV): -53797.425
Structure (SMILES): C[C@H](I)[C@H](I)C1=CC(=O)OC1=O.COCCNCCOC.COCCNCCOC

Atoms and positions in Å:
C (-3.49076, 0.21464, 2.19909)
C (-2.81066, -1.16267, 2.17201)
I (-1.43747, -1.30148, 3.86892)
C (-1.97973, -1.41565, 0.90812)
I (-0.47481, 0.02367, 0.48557)
C (-2.79595, -1.81185, -0.28529)
C (-2.37951, -1.92957, -1.55386)
C (-3.36058, -2.83014, -2.21455)
O (-3.13571, -3.59147, -3.10525)
O (-4.48696, -2.94567, -1.41000)
C (-4.25498, -2.13836, -0.30921)
O (-5.11722, -1.61587, 0.31624)
H (-3.29532, 0.78012, 1.29448)
H (-3.16138, 0.81174, 3.03925)
H (-4.56264, 0.07798, 2.30218)
H (-3.49179, -1.98223, 2.35024)
H (-1.40662, -2.31929, 1.11853)
H (-1.45394, -1.64445, -2.01706)
C (2.07250, 6.37178, 0.28598)
O (0.91336, 7.18118, 0.28146)
C (0.41193, 7.47606, -1.01624)
C (-0.92779, 6.81038, -1.24160)
N (-0.78328, 5.36440, -1.35051)
C (-2.04463, 4.63052, -1.36333)
C (-2.91127, 4.67728, -0.10994)
O (-2.33948, 4.02707, 1.00849)
C (-1.47190, 4.81730, 1.80045)
H (2.42999, 6.32093, 1.31278)
H (1.86210, 5.35383, -0.06040)
H (2.86058, 6.80445, -0.33724)
H (1.12679, 7.18647, -1.79121)
H (0.27589, 8.55977, -1.07358)
H (-1.36373, 7.19263, -2.16892)
H (-1.58352, 7.10294, -0.41001)
H (-0.22521, 5.03390, -0.57448)
H (-1.80477, 3.58181, -1.55682)
H (-2.64059, 4.98035, -2.21207)
H (-3.83126, 4.13017, -0.33303)
H (-3.21381, 5.69745, 0.15471)
H (-1.76584, 5.86983, 1.79912)
H (-0.43198, 4.72955, 1.47281)
H (-1.52745, 4.44230, 2.82259)
C (0.06718, -4.37049, -0.07951)
O (1.13395, -3.53708, 0.33116)
C (1.76920, -3.96446, 1.53240)
C (3.17722, -4.44343, 1.25733)
N (3.17141, -5.69972, 0.51908)
C (4.48316, -6.12257, 0.03821)
C (5.17720, -5.24988, -1.00158)
O (4.53049, -5.22387, -2.25907)
C (3.50623, -4.25794, -2.40177)
H (-0.42444, -3.88590, -0.92172)
H (0.41739, -5.35420, -0.40786)
H (-0.66466, -4.50666, 0.72504)
H (1.18218, -4.73710, 2.03624)
H (1.82014, -3.09663, 2.19657)
H (3.69233, -4.59594, 2.20986)
H (3.69574, -3.64188, 0.71326)
H (2.55095, -5.60928, -0.27436)
H (4.36162, -7.11760, -0.39609)
H (5.14855, -6.23304, 0.90012)
H (6.16268, -5.68598, -1.18445)
H (5.35117, -4.22885, -0.64099)
H (3.70583, -3.36346, -1.80580)
H (2.52669, -4.66304, -2.13139)
H (3.46716, -3.97282, -3.45309)

=====

# 4
DFT (ωB97M-V with the def2-TZVPD basis set) results for a cluster of 3 separate species, C45H86N5O6 in total.

Results
LUMO energy (alpha / beta) (eV): -3.27 / -3.78
2S+1: 3
Orbital gap (alpha / beta) (eV): 4.3034 / 2.5111
Calculated total energy (eV): -67763.090
Charge: +1

Atoms and positions in Å:
C (-8.40985, 4.11619, 1.62986)
C (-7.33651, 3.68979, 0.42910)
C (-5.84085, 4.07810, 0.97772)
C (-4.62878, 3.12933, 0.33690)
C (-3.30200, 4.08376, 0.21337)
N (-2.13695, 4.18225, 1.17293)
C (-1.84186, 3.44205, 2.45847)
C (-2.11391, 1.82623, 2.41171)
C (-0.98640, 0.90735, 3.16762)
C (-1.79315, -0.42705, 3.77046)
C (0.13675, 0.36521, 2.05369)
C (0.98849, -0.92640, 2.61963)
C (0.63651, -2.33154, 1.81922)
C (1.65265, -3.05267, 0.97015)
C (2.38057, -4.46989, 1.38664)
C (2.09275, -2.41182, -0.50887)
C (-1.24480, 5.25217, 0.57340)
C (-1.97391, 5.74343, -0.82887)
C (-1.37209, 6.90838, -1.81198)
C (0.25752, 7.11716, -1.49897)
N (0.90526, 5.78459, -1.80488)
C (2.20333, 5.57402, -1.05736)
C (3.37356, 6.67933, -1.36721)
C (1.02740, 5.51391, -3.28849)
C (0.15427, 4.20664, -3.85942)
O (1.74368, 6.26912, -4.14931)
N (-3.26137, 4.97922, -1.03702)
C (-4.30602, 4.99282, -2.12759)
O (-4.22495, 6.12016, -3.06697)
C (-4.93589, 7.31263, -2.58007)
O (-5.83264, 7.75532, -3.66699)
C (-7.06042, 8.40254, -3.10552)
C (-6.66509, 9.87096, -2.47804)
O (-6.29355, 9.82874, -1.04495)
H (-9.34307, 4.67562, 1.18442)
H (-8.75368, 3.14684, 2.19002)
H (-7.90252, 4.88795, 2.38274)
H (-7.53862, 4.39659, -0.51048)
H (-7.45256, 2.57935, 0.07643)
H (-5.75151, 4.10943, 2.15285)
H (-5.62107, 5.18247, 0.59712)
H (-4.52143, 2.21321, 1.05678)
H (-4.98652, 2.68383, -0.70965)
H (-0.68315, 3.62158, 2.68299)
H (-2.45837, 3.95761, 3.31995)
H (-3.17186, 1.65255, 2.93682)
H (-2.24811, 1.47130, 1.29752)
H (-0.42346, 1.43627, 4.04943)
H (-1.95916, -1.21765, 2.89885)
H (-2.85700, -0.11292, 4.18951)
H (-1.13651, -0.86344, 4.64542)
H (-0.36843, 0.02753, 1.03825)
H (0.89299, 1.25084, 1.81171)
H (2.14124, -0.71142, 2.39665)
H (0.92933, -1.03844, 3.80325)
H (-0.45806, -2.77492, 1.97626)
H (3.53851, -4.36422, 1.11694)
H (1.86189, -5.32053, 0.74881)
H (2.21434, -4.66014, 2.53685)
H (1.74127, -3.15458, -1.37481)
H (1.55382, -1.38514, -0.69814)
H (3.27170, -2.24769, -0.57161)
H (-0.24119, 5.59388, 1.08072)
H (-1.90870, 7.94886, -1.60505)
H (-1.54015, 6.65552, -2.95447)
H (0.38767, 7.42468, -0.35617)
H (0.63278, 8.01338, -2.15186)
H (1.94832, 5.57087, 0.10022)
H (2.60888, 4.49543, -1.35035)
H (3.05506, 7.56416, -2.06364)
H (3.65057, 7.17609, -0.31780)
H (4.36463, 6.12470, -1.73025)
H (0.73733, 3.20426, -3.59314)
H (-0.09129, 4.30093, -5.01133)
H (-0.84079, 4.18024, -3.20021)
H (-5.39845, 4.94612, -1.64855)
H (-4.16538, 3.98995, -2.74965)
H (-4.17641, 8.19198, -2.38173)
H (-5.59397, 7.12556, -1.62330)
H (-7.77231, 8.60939, -4.03693)
H (-7.62272, 7.69316, -2.35726)
H (-7.63375, 10.54573, -2.57159)
H (-5.78485, 10.30888, -3.15006)
H (-5.28840, 9.89403, -1.04538)
C (-4.62262, -6.06710, 0.46646)
C (-3.28929, -6.06976, 1.26856)
C (-2.38822, -4.91427, 0.74520)
C (-1.79236, -5.20408, -0.63375)
C (-1.06381, -6.54295, -0.64885)
C (-1.92633, -7.72142, -0.12278)
N (-2.60809, -7.40719, 1.17374)
O (-1.62735, -7.45789, 2.18549)
C (-2.98978, -8.11244, -1.18258)
C (-1.02461, -8.99495, -0.03136)
C (-3.74764, -5.76337, 2.72987)
H (-5.37009, -5.40612, 0.92412)
H (-4.51125, -5.70363, -0.55773)
H (-5.07774, -7.06537, 0.43608)
H (-1.56621, -4.72688, 1.44814)
H (-2.96393, -3.98119, 0.69596)
H (-2.57132, -5.19490, -1.40288)
H (-1.09445, -4.40446, -0.90702)
H (-0.72111, -6.75301, -1.67130)
H (-0.15252, -6.44503, -0.04003)
H (-3.65956, -8.88895, -0.79921)
H (-2.51313, -8.51510, -2.08540)
H (-3.59662, -7.27732, -1.52495)
H (-0.14232, -8.84535, 0.60329)
H (-0.64356, -9.28022, -1.01971)
H (-1.58752, -9.85018, 0.36181)
H (-4.41907, -6.54764, 3.09501)
H (-4.29188, -4.81126, 2.78094)
H (-2.91617, -5.67236, 3.43612)
C (8.61119, -2.18828, -1.35512)
C (7.73100, -2.65879, -0.16138)
C (8.48924, -2.36586, 1.16537)
C (9.66612, -3.31514, 1.39859)
C (9.22584, -4.77159, 1.30648)
C (8.45495, -5.10239, 0.00042)
N (7.37116, -4.11246, -0.29953)
O (6.30782, -4.37390, 0.58872)
C (9.44206, -5.16366, -1.19493)
C (7.91732, -6.56688, 0.09822)
C (6.46863, -1.74470, -0.26263)
H (8.43340, -1.13284, -1.59905)
H (9.68322, -2.25712, -1.15640)
H (8.38763, -2.75322, -2.26916)
H (7.80337, -2.44414, 2.01882)
H (8.85888, -1.33249, 1.16702)
H (10.46877, -3.12220, 0.67962)
H (10.09973, -3.12562, 2.38713)
H (10.10845, -5.41933, 1.39820)
H (8.59570, -4.99589, 2.18016)
H (8.90791, -5.31736, -2.13813)
H (10.14280, -6.00062, -1.08146)
H (10.06491, -4.27783, -1.29624)
H (7.28022, -6.72709, 0.97686)
H (8.74215, -7.28484, 0.18555)
H (7.34157, -6.83684, -0.79537)
H (5.94972, -1.90904, -1.21287)
H (6.74558, -0.68336, -0.21579)
H (5.75060, -1.90385, 0.54824)

=====

| no. | strongest force on any atom (eV Å⁻¹) |
| --- | --- |
| 1 | 4.7 |
| 2 | 1.6 |
| 3 | 1.6 |
| 4 | 8.6 |